The following is a quantum chemistry calculation of a cluster of 17 separate species, C34H102O17 in total, from the Open Molecules 2025 dataset.

Element x y z (Å)
1 C 4.7254 1.2485 -0.3987
2 C 3.4202 1.9214 -0.8038
3 O 3.7774 2.9411 -1.7241
4 H 4.4643 0.3745 0.2235
5 H 5.3454 1.9207 0.1735
6 H 5.3326 0.9661 -1.2865
7 H 2.8159 2.2393 0.0327
8 H 2.7722 1.1710 -1.3212
9 H 2.9915 3.0648 -2.2567
10 C -1.8596 -4.5276 1.5166
11 C -1.4835 -3.7480 0.2322
12 O -2.5810 -3.7877 -0.6922
13 H -0.9821 -4.6913 2.1416
14 H -2.2560 -5.5229 1.3261
15 H -2.6036 -4.0597 2.1502
16 H -0.5489 -4.1841 -0.2124
17 H -1.2302 -2.7215 0.5366
18 H -2.3130 -3.2563 -1.4909
19 C -4.8307 1.0945 0.8438
20 C -4.2083 0.8149 -0.5739
21 O -5.0227 1.4746 -1.4942
22 H -4.2573 0.5588 1.6046
23 H -5.8329 0.7588 0.8149
24 H -4.7332 2.1688 1.0482
25 H -4.2331 -0.2637 -0.8122
26 H -3.1758 1.1584 -0.6109
27 H -4.4916 1.9864 -2.1019
28 C 3.2692 -5.6961 -2.2206
29 C 1.8251 -5.4428 -1.8668
30 O 1.5233 -6.1405 -0.6295
31 H 3.8998 -5.4358 -1.3382
32 H 3.5602 -5.0642 -3.0601
33 H 3.3584 -6.7384 -2.4699
34 H 1.1457 -5.8063 -2.6495
35 H 1.5933 -4.3835 -1.7760
36 H 0.6716 -6.5724 -0.7244
37 C -2.3468 3.5702 -3.3463
38 C -2.2762 4.2860 -1.9926
39 O -0.9812 4.0728 -1.4796
40 H -1.7107 4.0698 -4.0859
41 H -3.3557 3.6762 -3.6806
42 H -2.0543 2.5078 -3.2502
43 H -2.9291 3.9296 -1.2222
44 H -2.4615 5.3350 -2.1275
45 H -0.7222 4.9228 -1.0327
46 C 2.3974 5.1266 0.4635
47 C 1.8055 5.9080 -0.6549
48 O 0.3929 6.2262 -0.3659
49 H 1.7957 4.2055 0.6090
50 H 2.4390 5.6354 1.4148
51 H 3.3972 4.7231 0.2466
52 H 1.8182 5.4357 -1.6526
53 H 2.3680 6.8535 -0.7386
54 H 0.2580 7.1455 -0.0433
55 C 3.0365 -2.3082 -4.0995
56 C 1.6795 -1.8066 -3.6290
57 O 0.7455 -2.3713 -4.6171
58 H 3.8736 -1.9075 -3.5481
59 H 3.1838 -2.0008 -5.1676
60 H 3.0428 -3.3863 -4.0744
61 H 1.5507 -0.7390 -3.5787
62 H 1.4739 -2.2124 -2.6561
63 H -0.1107 -2.4607 -4.1948
64 C 2.1964 1.8313 -4.7307
65 C 0.9567 2.0218 -3.8522
66 O 1.2998 3.1677 -3.0636
67 H 2.5378 2.6763 -5.2841
68 H 2.0508 1.1219 -5.5090
69 H 3.0244 1.6006 -4.1174
70 H 0.7584 1.1691 -3.1938
71 H 0.0008 2.1744 -4.5257
72 H 0.6293 3.3990 -2.4380
73 C -2.5421 -5.9376 -3.7457
74 C -1.7209 -6.9553 -2.9998
75 O -1.5829 -6.6498 -1.6245
76 H -3.5521 -5.9423 -3.3847
77 H -2.6280 -6.2471 -4.8154
78 H -2.1489 -4.9262 -3.6001
79 H -0.7085 -7.0296 -3.4763
80 H -2.1177 -7.9641 -3.1293
81 H -2.0625 -5.8569 -1.3564
82 C -3.2513 6.6022 2.2597
83 C -4.1061 7.7554 1.7809
84 O -3.1752 8.8319 1.4231
85 H -3.8473 5.7823 2.6076
86 H -2.5963 6.9305 3.0528
87 H -2.5803 6.2523 1.4725
88 H -4.7364 8.1474 2.5395
89 H -4.6831 7.5679 0.8493
90 H -3.5989 9.6920 1.5024
91 C 2.8500 1.4314 3.0370
92 C 2.4746 0.1345 3.6984
93 O 1.9737 -0.9030 2.8156
94 H 3.4408 2.0346 3.7478
95 H 1.9520 1.9591 2.7226
96 H 3.3669 1.1826 2.1507
97 H 1.6400 0.3175 4.3900
98 H 3.3171 -0.2857 4.2275
99 H 1.7329 -1.7095 3.2706
100 C 2.6544 -3.9653 0.9992
101 C 3.1350 -2.8349 0.0952
102 O 2.2343 -1.7071 0.0862
103 H 1.7619 -4.4541 0.6404
104 H 2.5447 -3.6509 2.0521
105 H 3.4795 -4.6896 1.0026
106 H 3.1827 -3.1905 -0.9449
107 H 4.1460 -2.4945 0.3676
108 H 2.1820 -1.2623 0.9435
109 C 2.2054 -5.3629 5.4470
110 C 1.2815 -4.5793 4.4796
111 O 1.5200 -3.1765 4.4765
112 H 3.2517 -5.3289 5.0513
113 H 1.9064 -6.4028 5.5434
114 H 2.2370 -4.9256 6.4514
115 H 0.2544 -4.7666 4.6716
116 H 1.5036 -4.9482 3.4611
117 H 1.5135 -2.9104 5.3834
118 C -1.5148 -0.9095 4.5407
119 C -2.5628 0.0541 3.8711
120 O -2.6719 1.2024 4.6314
121 H -1.8804 -1.1207 5.5546
122 H -0.5486 -0.4277 4.5689
123 H -1.3939 -1.7492 3.8330
124 H -3.4938 -0.4970 3.8642
125 H -2.2498 0.2187 2.8093
126 H -3.3103 1.7597 4.1921
127 C -2.3914 -0.0502 -3.7148
128 C -2.8668 -1.4927 -3.4760
129 O -1.9282 -2.2864 -2.7787
130 H -3.1807 0.4892 -4.2679
131 H -1.5667 -0.0375 -4.4243
132 H -2.1797 0.5185 -2.7723
133 H -2.9799 -2.0713 -4.4365
134 H -3.7658 -1.4360 -2.8739
135 H -1.3162 -1.6677 -2.3919
136 C 0.2642 1.0503 0.2615
137 C -0.5683 -0.2063 -0.1378
138 O -0.1140 -0.8513 -1.3578
139 H 1.2762 0.8275 0.5898
140 H -0.2841 1.4950 1.1003
141 H 0.2961 1.7873 -0.5202
142 H -1.5930 0.0116 -0.3296
143 H -0.4820 -0.9057 0.7010
144 H 0.8041 -1.0983 -1.1480
145 C 0.6708 5.0825 4.5226
146 C -0.3800 4.0432 4.1572
147 O -0.0661 2.8143 4.8309
148 H 0.4600 5.3353 5.5363
149 H 0.5884 5.9476 3.9266
150 H 1.6823 4.6724 4.5126
151 H -0.3196 3.9280 3.0411
152 H -1.3921 4.3991 4.3920
153 H -0.7569 2.1879 4.6586

relative energy (zero: lowest compared OMol25 entry of this formula, charge and spin) = 112.6 kJ/mol

=====

The following is a quantum chemistry calculation of a cluster of 17 separate species, C34H102O34 in total, from the Open Molecules 2025 dataset.

Element x y z (Å)
1 C 4.7610 -2.8484 -5.0457
2 C 3.7230 -2.1838 -5.9415
3 O 3.1025 -0.9756 -5.4831
4 O 4.1414 -3.2563 -3.8369
5 H 5.5677 -2.1349 -4.8236
6 H 5.1025 -3.7219 -5.6037
7 H 2.9941 -2.9990 -6.0306
8 H 4.0995 -1.9388 -6.8850
9 H 2.3023 -1.1553 -4.9703
10 H 4.7286 -3.0029 -3.0961
11 C -3.9897 -1.0427 -0.1517
12 C -3.5676 -0.3683 -1.3683
13 O -2.1157 -0.4911 -1.4338
14 O -3.6464 -0.1754 0.8915
15 H -3.3736 -1.9105 -0.0401
16 H -5.0598 -1.2254 -0.2171
17 H -3.9079 0.7084 -1.2960
18 H -4.1007 -0.7508 -2.2664
19 H -1.8674 0.2412 -2.0858
20 H -3.8512 -0.4362 1.8250
21 C -0.9731 4.2611 4.3490
22 C -0.2525 5.0586 5.4561
23 O -0.4640 4.2311 6.6222
24 O -2.3234 3.9919 4.7476
25 H -0.3760 3.3391 4.1608
26 H -0.9885 4.8450 3.4807
27 H -0.5700 6.0602 5.6213
28 H 0.8294 5.0282 5.1983
29 H -0.7142 4.7858 7.3817
30 H -2.2725 3.5490 5.6229
31 C -2.4764 -5.9501 -4.5146
32 C -2.7038 -4.4825 -4.3696
33 O -1.5927 -3.7551 -4.9519
34 O -3.4377 -6.7079 -3.7616
35 H -1.4494 -6.1516 -4.2443
36 H -2.4857 -6.3803 -5.5440
37 H -2.7273 -4.1611 -3.3085
38 H -3.6274 -4.1236 -4.8163
39 H -1.9702 -3.1483 -5.6410
40 H -3.4507 -6.3428 -2.8852
41 C -4.6280 1.2822 4.4637
42 C -4.5721 -0.2149 4.7852
43 O -4.4560 -1.0539 3.6037
44 O -4.9326 1.9449 5.6819
45 H -5.3934 1.4159 3.7079
46 H -3.7003 1.6129 4.0010
47 H -5.5011 -0.4801 5.3866
48 H -3.7262 -0.3625 5.5298
49 H -4.4998 -1.9813 3.8847
50 H -4.4833 2.8002 5.5847
51 C -0.9301 -0.0295 -5.8929
52 C -0.8647 -0.2914 -4.4092
53 O -1.6579 0.7666 -3.7799
54 O -2.2085 -0.2898 -6.4419
55 H -0.2999 -0.8001 -6.2839
56 H -0.5266 0.9791 -6.1367
57 H 0.1457 -0.1150 -4.1084
58 H -1.1749 -1.2950 -4.0879
59 H -1.0143 1.6121 -3.7523
60 H -2.8796 0.0588 -5.8107
61 C 0.9974 -4.6333 -2.4003
62 C 0.9498 -3.0992 -2.7304
63 O 1.0314 -2.9361 -4.1724
64 O 2.3618 -5.0603 -2.3082
65 H 0.4419 -5.2295 -3.1228
66 H 0.6387 -4.7902 -1.3644
67 H 1.7919 -2.5848 -2.3325
68 H 0.0603 -2.6248 -2.4055
69 H 0.1948 -3.3510 -4.4783
70 H 2.8096 -4.8263 -3.1270
71 C 2.3498 -2.4281 0.2122
72 C 2.8768 -1.7391 1.4792
73 O 2.5369 -2.6004 2.5766
74 O 3.1044 -3.6995 0.1875
75 H 2.6240 -1.8960 -0.6499
76 H 1.2880 -2.7022 0.2954
77 H 2.5357 -0.7458 1.6530
78 H 3.9500 -1.6633 1.3477
79 H 2.8000 -3.4909 2.2986
80 H 2.8724 -4.1720 -0.6468
81 C 2.8754 1.4411 -3.2788
82 C 2.8268 0.1189 -2.4342
83 O 4.0692 -0.2591 -1.8426
84 O 3.8927 1.3412 -4.2192
85 H 3.0218 2.4114 -2.7166
86 H 1.8603 1.5912 -3.7219
87 H 2.3524 -0.7211 -2.9722
88 H 2.1599 0.3906 -1.5994
89 H 4.7527 -0.0643 -2.4992
90 H 3.8584 0.4227 -4.5322
91 C 2.9714 5.8597 2.5399
92 C 1.7868 6.3857 1.7799
93 O 1.1931 5.3987 0.8464
94 O 2.6269 4.7200 3.3427
95 H 3.4274 6.7195 3.1148
96 H 3.6951 5.4661 1.8374
97 H 2.0797 7.2382 1.1317
98 H 1.0015 6.5816 2.5826
99 H 1.2964 4.5275 1.2641
100 H 3.1792 3.9493 3.1672
101 C -2.0534 3.9471 -0.1810
102 C -2.6871 3.2557 1.0278
103 O -3.7611 2.4693 0.5514
104 O -1.5244 2.9861 -1.1366
105 H -1.2258 4.5529 0.1982
106 H -2.7755 4.5357 -0.7854
107 H -2.9574 4.1430 1.6419
108 H -1.9933 2.6474 1.6497
109 H -3.6106 1.5691 0.8559
110 H -2.3301 2.4759 -1.3880
111 C -3.2752 -5.8460 1.0608
112 C -2.1062 -5.9344 0.1604
113 O -2.2975 -5.2952 -1.0706
114 O -3.7074 -4.5033 1.1061
115 H -3.0800 -6.1553 2.0985
116 H -4.1846 -6.3556 0.6221
117 H -1.8390 -6.9959 -0.0248
118 H -1.2286 -5.5211 0.7005
119 H -2.7561 -4.4574 -0.8482
120 H -3.2078 -3.9870 1.7687
121 C -1.6693 -2.4220 3.7273
122 C -0.6102 -2.5126 4.7893
123 O 0.6161 -1.9493 4.4093
124 O -1.3832 -3.1547 2.5383
125 H -1.7519 -1.3747 3.5201
126 H -2.6401 -2.8704 4.0721
127 H -0.4822 -3.5915 5.0358
128 H -0.8462 -1.9545 5.7007
129 H 1.0116 -2.2100 3.5891
130 H -1.0773 -2.5002 1.8593
131 C 1.5112 0.6649 6.6224
132 C 2.0283 1.6053 5.6039
133 O 1.5966 1.2393 4.3173
134 O 2.2388 -0.5751 6.5028
135 H 0.4237 0.5201 6.4467
136 H 1.6839 1.1175 7.5768
137 H 3.1060 1.5106 5.6211
138 H 1.7089 2.6200 5.8129
139 H 1.3220 0.3057 4.3104
140 H 1.7335 -1.1723 5.9122
141 C 3.9753 2.6720 0.0455
142 C 4.9219 3.0206 1.1346
143 O 4.2303 2.7845 2.4069
144 O 3.4421 1.3277 0.2663
145 H 4.3731 2.6443 -0.9734
146 H 3.0410 3.2117 -0.0494
147 H 5.3574 4.0726 1.1814
148 H 5.8004 2.3722 1.2217
149 H 3.6172 2.0597 2.2091
150 H 3.9071 0.5812 -0.1546
151 C 0.4123 1.2725 1.1706
152 C -0.2948 0.1804 1.8959
153 O -0.5818 -0.9436 1.0055
154 O 0.6818 2.3728 1.9693
155 H -0.1042 1.6552 0.2686
156 H 1.2762 0.7786 0.7297
157 H -1.2247 0.5653 2.3537
158 H 0.3564 -0.2623 2.5936
159 H -1.1857 -0.7432 0.2777
160 H 1.2053 2.0971 2.7696
161 C -0.0752 4.1299 -4.1599
162 C -0.5926 3.9805 -5.5975
163 O -2.0047 3.6516 -5.4595
164 O -0.2837 2.8747 -3.3579
165 H -0.6206 4.9272 -3.6994
166 H 0.9479 4.4324 -4.1019
167 H -0.1307 3.2041 -6.1442
168 H -0.4527 4.9628 -5.9974
169 H -2.1991 2.9487 -6.0692
170 H -0.5700 3.2577 -2.4812

relative energy (zero: lowest compared OMol25 entry of this formula, charge and spin) = 56.4 kJ/mol

=====

The following is a quantum chemistry calculation of a structure of composition C34H15BCuF15GeN8S2Te, from the Open Molecules 2025 dataset.

Element x y z (Å)
1 Cu 0.2003 -0.9574 0.4767
2 C 2.8493 -2.6649 3.4036
3 C 2.6970 -1.8741 2.2576
4 N 1.4424 -1.8737 1.8460
5 N 0.7531 -2.6679 2.6978
6 C 1.5838 -3.1470 3.6460
7 B -0.7795 -2.9393 2.5507
8 N -1.1119 -3.5131 1.1417
9 C -1.9786 -4.4844 0.7930
10 C -2.0329 -4.5430 -0.5820
11 C -1.1596 -3.5313 -1.0018
12 N -0.6186 -2.9145 0.0340
13 N -1.5729 -1.6266 2.7476
14 C -2.7158 -1.3522 3.4035
15 C -3.0780 -0.0534 3.1205
16 C -2.0836 0.3997 2.2475
17 N -1.1860 -0.5444 2.0192
18 N -1.1215 -4.0334 3.5768
19 C -0.7054 -5.3180 3.4877
20 C -1.0933 -5.9770 4.6285
21 C -1.7476 -4.9851 5.3807
22 N -1.7555 -3.8233 4.7516
23 H 3.7425 -2.8514 3.9720
24 H 3.4316 -1.2998 1.7153
25 H 1.2170 -3.7849 4.4311
26 H -2.4945 -5.0621 1.5403
27 H -2.6247 -5.2063 -1.1870
28 H -0.9107 -3.2063 -1.9991
29 H -3.1634 -2.0882 4.0435
30 H -3.9351 0.4826 3.4870
31 H -1.9740 1.3596 1.7698
32 H -0.1575 -5.6589 2.6254
33 H -0.9261 -7.0094 4.8799
34 H -2.2118 -5.0660 6.3507
35 F 4.7541 2.3979 -2.0458
36 C 4.4382 2.1196 -0.7740
37 C 3.1291 1.8747 -0.4019
38 C 2.9109 1.6668 0.9534
39 F 1.6684 1.5375 1.4251
40 C 3.9335 1.6480 1.8886
41 F 3.6832 1.4558 3.1831
42 C 5.2331 1.8599 1.4645
43 F 6.2342 1.8555 2.3458
44 C 5.4880 2.1074 0.1301
45 F 6.7420 2.3411 -0.2699
46 Ge 1.5675 1.8301 -1.6125
47 S 0.3242 0.1059 -1.5098
48 C 2.2042 1.8816 -3.4913
49 C 3.1348 0.9491 -3.9139
50 F 3.7336 0.1442 -3.0246
51 C 3.4887 0.7812 -5.2400
52 F 4.4000 -0.1260 -5.6038
53 C 2.8826 1.5657 -6.2050
54 F 3.2076 1.4196 -7.4905
55 C 1.9325 2.4955 -5.8287
56 F 1.3346 3.2473 -6.7579
57 C 1.6093 2.6305 -4.4881
58 F 0.6560 3.5343 -4.2041
59 C 0.7969 3.6183 -1.2420
60 C 1.4681 4.7507 -1.6683
61 F 2.6527 4.6296 -2.2938
62 C 0.9821 6.0325 -1.4996
63 F 1.6579 7.0957 -1.9462
64 C -0.2295 6.2060 -0.8537
65 F -0.7202 7.4331 -0.6722
66 C -0.9193 5.1062 -0.3821
67 F -2.0758 5.2820 0.2621
68 C -0.3953 3.8358 -0.5737
69 F -1.0914 2.8280 -0.0576
70 Te -3.0702 -0.1355 -1.3709
71 C -5.0156 0.0626 -2.0854
72 C -5.8345 1.1638 -1.9967
73 C -7.1056 0.9678 -2.5928
74 C -7.2399 -0.2821 -3.1278
75 S -5.8288 -1.2088 -2.9049
76 H -5.5181 2.0788 -1.5190
77 H -7.8830 1.7174 -2.6239
78 H -8.0989 -0.6894 -3.6358

spin multiplicity = 2
charge = -1
relative energy (zero: lowest compared OMol25 entry of this formula, charge and spin) = 41.2 kJ/mol

=====

The following is a quantum chemistry calculation of a structure of composition C34H16F18FeGeN7S4, from the Open Molecules 2025 dataset.

Element x y z (Å)
1 Fe 0.5636 -1.4177 1.2757
2 N -0.7844 -3.5897 4.0286
3 C 0.5338 -3.4679 4.0018
4 N 1.1867 -2.6717 3.1884
5 C 2.5331 -2.7622 3.4003
6 C 2.9225 -3.6359 4.4047
7 S 1.5691 -4.3752 5.1036
8 C 3.3821 -1.9942 2.5707
9 C 4.7764 -1.8804 2.6772
10 S 5.3879 -0.8635 1.4774
11 C 3.7421 -0.6386 0.8693
12 N 2.8184 -1.2991 1.5562
13 N 3.4818 0.1225 -0.1561
14 H -1.3353 -3.0813 3.3492
15 H -1.2434 -4.2483 4.6368
16 H 3.9230 -3.8757 4.7395
17 H 5.4323 -2.3375 3.4056
18 H 4.2199 0.5507 -0.6949
19 H 2.4805 0.2242 -0.4393
20 F -3.9002 1.4116 5.9726
21 C -3.1810 2.1964 5.1568
22 F -2.4038 2.9784 5.9139
23 F -4.0219 2.9670 4.4670
24 C -2.3437 1.3373 4.2382
25 C -2.7683 1.0545 2.9541
26 C -1.9822 0.2308 2.1710
27 N -0.8343 -0.2945 2.6029
28 C -0.4245 0.0005 3.8459
29 C -1.1509 0.8028 4.6999
30 H -3.6856 1.4750 2.5655
31 H -2.2716 -0.0132 1.1556
32 H 0.5287 -0.4092 4.1548
33 H -0.7946 1.0163 5.6986
34 F -0.5739 3.3146 -4.1536
35 C -0.0193 2.1627 -4.5538
36 C 0.3680 1.2438 -3.5874
37 C 0.8874 0.0511 -4.0525
38 F 1.3390 -0.9014 -3.2064
39 C 1.0021 -0.2281 -5.4007
40 F 1.4802 -1.4093 -5.7955
41 C 0.6227 0.7182 -6.3289
42 F 0.7440 0.4664 -7.6182
43 C 0.1138 1.9341 -5.9030
44 F -0.2477 2.8462 -6.7932
45 Ge 0.0244 1.7592 -1.7204
46 S 0.3348 0.0311 -0.4140
47 C -1.8887 2.2185 -1.5468
48 C -2.3744 2.7638 -0.3651
49 F -1.5461 2.9614 0.6635
50 C -3.6966 3.1047 -0.1823
51 F -4.1147 3.5899 0.9871
52 C -4.5902 2.9229 -1.2190
53 F -5.8589 3.2540 -1.0651
54 C -4.1586 2.3562 -2.4017
55 F -5.0205 2.1428 -3.3865
56 C -2.8338 1.9900 -2.5407
57 F -2.5083 1.3557 -3.6705
58 C 1.3177 3.1594 -1.1938
59 C 1.5434 3.4728 0.1496
60 F 0.9658 2.7727 1.1256
61 C 2.4060 4.4727 0.5455
62 F 2.5960 4.7241 1.8384
63 C 3.0961 5.1951 -0.4075
64 F 3.9373 6.1418 -0.0378
65 C 2.9415 4.8875 -1.7442
66 F 3.6416 5.5428 -2.6604
67 C 2.0770 3.8763 -2.1158
68 F 2.0343 3.5849 -3.4193
69 C -1.8569 -5.9313 -0.7589
70 N -1.0179 -5.0473 -1.5641
71 C -0.8181 -5.1479 -2.9378
72 C -0.0218 -4.1280 -3.3018
73 N 0.2541 -3.4206 -2.1443
74 C -0.3504 -3.9851 -1.0908
75 S -0.2856 -3.5164 0.5526
76 H -2.1917 -6.7539 -1.3817
77 H -2.7211 -5.3891 -0.3838
78 H -1.2874 -6.3202 0.0802
79 H -1.2586 -5.9357 -3.5259
80 H 0.3501 -3.8379 -4.2695
81 H 0.8078 -2.5774 -2.0914

spin multiplicity = 6
charge = +2
relative energy (zero: lowest compared OMol25 entry of this formula, charge and spin) = 85.1 kJ/mol